Record 1
# CBrClS

2 unconnected molecules or ions with the total composition CBrClS (ωB97M-V/def2-TZVPD, the OMol25 dataset).

Cartesian coordinates (Å):
Br (0.56808, 0.99322, 0.04865)
Cl (-0.59271, -2.12531, -1.48468)
S (0.79831, 2.48843, 1.57520)
C (-0.77367, -1.35634, -0.13917)

Atomic forces in eV per Å
-0.08 -0.69 -0.73
0.59 -0.52 -1.88
-0.26 -0.41 0.04
-0.24 1.62 2.57

Values from the calculation:
LUMO   -2.79 eV
HOMO level   -7.59 eV
E   -94430.346 eV
Molar mass   159.4 g/mol
Kohn-Sham gap   4.81 eV

Charges computed using natural (NBO), reported in e: 0.08, 0.22, -0.35, 0.06

=====

Record 2
# C6H18NO5

5 unconnected molecules or ions with the total composition C6H18NO5 (ωB97M-V/def2-TZVPD, the OMol25 dataset).

Cartesian coordinates (Å):
O (0.50522, -0.79993, -0.79392)
O (0.27177, 1.48484, -2.55480)
O (1.50911, 2.72611, -0.56989)
O (-2.62388, -1.23825, -2.61148)
O (1.85934, -2.35917, 1.09076)
N (0.92401, 0.18072, 1.59652)
C (-0.62316, 1.94547, 1.56370)
C (-1.53424, -0.37166, 1.47848)
C (-1.52088, -1.47693, 0.31713)
C (1.94829, 0.93598, 1.34468)
C (-0.39220, -1.58287, -0.68326)
C (-0.41742, 0.62992, 1.52639)
H (-3.49677, -0.64675, -2.51091)
H (0.91756, 2.35446, -1.28605)
H (0.94976, -0.88010, 1.93236)
H (-2.99439, -1.79129, -3.18781)
H (0.13898, 2.74667, 1.64265)
H (0.59724, 0.68962, -2.85226)
H (1.88965, 1.98976, 0.96844)
H (1.68490, 3.57397, -1.03618)
H (-2.61458, 0.15087, 1.36456)
H (-0.64154, 1.49686, -2.49804)
H (-2.38522, -1.39221, -0.32687)
H (-1.63000, 2.27548, 1.37330)
H (-1.49560, -2.46030, 0.72967)
H (2.65047, -2.50641, 1.72720)
H (2.16344, -2.81925, 0.36155)
H (-1.69468, -0.98481, 2.41320)
H (-0.38461, -2.57517, -1.13163)
H (2.94252, 0.52536, 1.37318)

Atomic forces in eV per Å
-0.70 -0.11 -0.60
1.57 3.14 1.19
-0.81 1.24 -1.74
-1.22 5.70 4.09
1.42 0.97 4.16
0.45 -1.78 1.64
-0.46 2.10 -0.65
-2.37 0.02 -0.75
0.15 0.92 0.46
-0.24 -0.39 0.12
0.67 1.01 1.43
-0.22 -0.86 -0.26
3.00 -1.36 0.04
0.59 -0.53 0.65
1.03 2.57 -1.35
-1.71 -4.29 -4.10
-0.56 -0.86 0.15
0.87 -2.77 -1.24
-0.44 -1.04 0.36
0.41 -0.32 0.89
2.81 -0.73 0.28
-2.81 -0.31 -0.32
-0.52 -0.19 -0.09
-0.21 0.27 0.24
-0.37 -0.87 0.46
-1.99 0.25 -1.21
0.80 -1.56 -2.70
0.72 0.63 -0.64
0.02 -0.34 -0.82
0.13 -0.48 0.31

Values from the calculation:
Spin multiplicity   2
LUMO (alpha / beta)   -8.21 / -12.57 eV
HOMO level (alpha / beta)   -17.90 / -17.24 eV
E   -18219.570 eV
Charge   +2
Molar mass   184.2 g/mol
Kohn-Sham gap (alpha / beta)   9.68 / 4.67 eV

Atom charges from the Löwdin analysis, given in e for atoms 1 to 4: 0.21, 0.05, -0.10, -0.03

=====

Record 3
# C6H8IrO6

A molecular structure, C6H8IrO6 (ωB97M-V/def2-TZVPD, the OMol25 dataset).

Cartesian coordinates (Å):
Ir (1.76197, 1.35673, 1.10413)
O (4.01354, -1.43724, 0.49187)
O (0.18909, 1.78085, 0.28066)
O (2.27865, -0.09859, -0.11663)
O (-1.16654, 0.42974, 1.45665)
O (3.34501, 0.36800, 1.69646)
O (-1.90631, 1.42019, -0.34714)
C (-2.99024, 0.53406, 0.01054)
C (1.79774, -0.96142, -1.15573)
C (-2.46532, -0.17063, 1.27012)
C (3.32745, -0.47773, 0.74313)
C (0.59171, -0.34908, -1.75906)
C (-0.92364, 1.28431, 0.49779)
H (-3.15404, -0.14674, -0.83018)
H (-3.88121, 1.14206, 0.19017)
H (0.69915, 0.49513, -2.44234)
H (-3.06251, 0.02978, 2.16412)
H (-0.33250, -0.92678, -1.77231)
H (2.62072, -1.06912, -1.88278)
H (-2.32417, -1.24803, 1.13947)
H (1.58147, -1.95551, -0.73895)

Atomic forces in eV per Å
2.88 1.74 3.57
-1.75 2.39 0.74
-1.18 2.29 -1.01
0.61 -0.65 -0.50
1.64 1.10 -0.21
-1.22 2.15 1.10
1.77 0.81 0.44
-0.87 -0.38 0.16
-0.65 -1.49 -1.86
-1.07 -0.43 0.12
3.96 -5.63 -2.01
-0.08 -0.12 -0.42
-4.79 -2.71 -0.75
0.04 0.26 0.13
0.23 -0.09 -0.11
-0.11 -0.17 0.26
0.20 -0.05 -0.18
0.26 0.21 -0.04
-0.16 0.10 0.28
0.06 0.28 0.11
0.25 0.40 0.18

Values from the calculation:
Spin multiplicity   6
LUMO (alpha / beta)   -7.81 / -12.76 eV
HOMO level (alpha / beta)   -17.37 / -19.78 eV
E   -21449.320 eV
Charge   +2
Molar mass   368.3 g/mol
Kohn-Sham gap (alpha / beta)   9.56 / 7.02 eV

Atom charges from the natural (NBO) analysis, given in e for atoms 1 to 4: 1.71, -0.39, -0.62, -0.56

=====

Record 4
# C13H23N3O3S

C13H23N3O3S in the gas phase (ωB97M-V/def2-TZVPD, the OMol25 dataset).

Cartesian coordinates (Å):
S (4.15796, -0.55588, 1.28277)
O (-2.92356, -0.82786, 0.82823)
O (1.72972, 0.09264, 0.41998)
O (-4.51562, 0.60375, 0.03977)
N (3.22765, 1.64699, -0.00985)
N (-2.51246, 1.38062, 0.52594)
N (2.03340, 2.06905, -0.47669)
C (-5.86315, -0.95025, 1.35955)
C (1.16474, 1.15078, -0.22163)
C (7.04909, -0.72519, -0.71508)
C (-6.77574, 0.39118, -0.55894)
C (6.23787, -2.00837, -0.84723)
C (3.02049, 0.47805, 0.51675)
C (-5.18452, -1.50214, -1.00332)
C (5.65663, 0.47443, 1.07869)
C (-3.29468, 0.26689, 0.48556)
C (-5.57067, -0.38800, -0.03082)
C (6.21590, 0.49957, -0.33590)
C (-0.28258, 1.17055, -0.51617)
C (-1.10023, 1.30214, 0.78470)
H (-5.00072, -1.49541, 1.73264)
H (-6.01437, -2.19415, -1.11473)
H (-6.54800, 0.81563, -1.53315)
H (-0.47865, 2.01639, -1.17553)
H (5.36497, 1.47498, 1.39210)
H (5.39660, 0.63324, -1.04351)
H (7.53519, -0.51616, -1.67082)
H (6.37579, 0.05840, 1.78348)
H (-4.32060, -2.04357, -0.62820)
H (6.86618, -2.80946, -1.22997)
H (5.83706, -2.32148, 0.11284)
H (6.85176, 1.38532, -0.40860)
H (-0.56703, 0.24134, -1.01387)
H (-6.09313, -0.14068, 2.04903)
H (5.40878, -1.86519, -1.53669)
H (-4.94238, -1.08149, -1.97720)
H (7.83617, -0.86816, 0.02934)
H (-7.63265, -0.26919, -0.65090)
H (-6.71351, -1.62439, 1.30988)
H (-2.88409, 2.21949, 0.10980)
H (-7.02265, 1.20163, 0.12163)
H (-0.78724, 2.19608, 1.33019)
H (-0.93772, 0.41787, 1.40591)

Atomic forces in eV per Å
0.19 -0.34 0.38
0.08 -0.43 0.05
0.03 -0.13 0.06
-0.11 0.13 -0.07
1.10 -0.80 0.66
-0.10 0.29 -0.11
-1.49 0.31 -0.48
0.24 0.15 -0.15
0.22 0.57 -0.36
-0.23 0.09 -0.05
0.44 -0.06 0.14
0.27 0.04 0.02
0.22 0.71 -0.24
0.14 0.22 0.19
-0.44 0.03 -0.21
0.06 0.46 0.02
-0.42 -0.47 -0.04
0.21 -0.15 -0.01
-0.10 -0.22 0.42
0.09 -0.17 -0.12
-0.02 -0.05 0.04
-0.12 -0.06 -0.03
0.00 0.04 -0.12
0.06 -0.07 0.00
0.10 -0.02 0.10
0.04 0.09 -0.02
0.08 0.00 0.04
-0.03 0.01 0.09
-0.01 -0.06 -0.03
0.02 -0.12 -0.04
-0.06 -0.12 -0.02
-0.04 0.06 -0.04
-0.07 0.05 -0.07
-0.07 0.07 0.07
-0.14 -0.04 -0.03
-0.01 0.02 -0.12
0.11 0.03 -0.03
-0.09 -0.08 -0.01
-0.13 -0.05 -0.01
-0.05 -0.09 0.05
-0.06 0.08 0.08
0.02 -0.11 0.00
0.05 0.20 0.01

Values from the calculation:
LUMO   0.72 eV
HOMO level   -8.60 eV
E   -35302.838 eV
Molar mass   301.4 g/mol
Kohn-Sham gap   9.33 eV

Atom charges from the natural (NBO) analysis, given in e for atoms 1 to 4: 0.28, -0.66, -0.42, -0.54

=====

Record 5
# C5H6GaO2

A molecular structure, C5H6GaO2 (ωB97M-V/def2-TZVPD, the OMol25 dataset).

Cartesian coordinates (Å):
Ga (-0.29983, -1.34721, 0.31190)
O (-0.11391, -0.22266, 2.21149)
O (0.32777, -1.76456, -1.41704)
C (-0.92422, 0.24004, 1.12901)
C (0.50392, 0.56516, -1.80682)
C (0.68582, -0.89848, -2.27469)
C (-0.08168, 1.70986, 0.37168)
C (-0.47642, 0.83949, -0.69468)
H (0.98504, 1.83813, 0.57900)
H (-1.50653, 0.86741, -1.06503)
H (-0.72061, 2.52808, 0.70723)
H (0.25612, 1.15481, -2.70341)
H (1.53580, 0.86692, -1.55113)
H (-0.23556, 0.37086, 2.95708)

Atomic forces in eV per Å
-0.80 -1.65 0.38
0.48 0.00 -0.68
2.08 0.63 -4.90
-0.41 2.53 1.81
1.10 0.14 -1.28
-2.03 -1.18 4.21
-2.24 -0.54 0.61
1.73 0.66 -0.93
-0.32 -0.38 0.13
0.11 -0.31 0.66
0.25 -0.16 -0.40
0.03 -0.07 0.24
-0.19 -0.06 -0.07
0.21 0.38 0.22

Values from the calculation:
LUMO (alpha / beta)   -6.16 / -6.70 eV
HOMO level (alpha / beta)   -13.04 / -12.74 eV
E   -61737.497 eV
Charge   +1
Molar mass   167.8 g/mol
Kohn-Sham gap (alpha / beta)   6.88 / 6.03 eV

Atom charges from the natural (NBO) analysis, given in e for atoms 1 to 4: 1.39, -0.78, -0.70, -0.25

=====

Record 6
# C15H30Br2O4

3 unconnected molecules or ions with the total composition C15H30Br2O4 (ωB97M-V/def2-TZVPD, the OMol25 dataset).

Cartesian coordinates (Å):
Br (-0.02243, -7.71528, -1.55704)
Br (1.95060, -5.75697, -3.36522)
O (-1.91142, 1.70811, -0.86664)
O (1.37886, 1.90919, 1.66064)
O (1.51416, -1.02786, -2.28534)
O (3.23807, -2.65611, -3.14155)
C (1.02199, -2.48323, -0.28927)
C (0.54466, 3.77561, 3.03353)
C (-4.30607, 2.27077, -0.75112)
C (-0.34276, -5.70087, -1.53311)
C (0.99531, -3.32556, -1.73416)
C (0.77620, -0.98666, -0.97891)
C (0.49772, 2.29093, 2.71454)
C (2.76603, 2.16215, 1.87069)
C (-2.98190, 2.12281, -0.02110)
C (-1.07283, -5.39164, -0.09849)
C (2.09386, -2.39413, -2.50847)
C (1.14554, -4.95430, -1.69617)
C (-1.59642, 2.56806, -1.95917)
C (3.33625, 1.44149, 3.08179)
C (-1.18124, 3.96592, -1.52916)
H (-5.09757, 2.55287, -0.05010)
H (-2.43163, 2.60418, -2.66479)
H (3.28807, 1.81012, 0.97538)
H (1.53354, 4.09008, 3.37503)
H (-3.08886, 1.35197, 0.75117)
H (3.18616, 0.35897, 2.98912)
H (-0.76187, 2.10332, -2.49354)
H (0.92644, -0.03521, -0.31150)
H (-0.38291, -0.89729, -1.24610)
H (-1.05353, -5.40571, -2.43008)
H (-0.51576, 2.03247, 2.38573)
H (-4.58477, 1.32729, -1.23294)
H (-1.98086, 4.48249, -0.99469)
H (-0.51752, -5.94357, 0.80274)
H (1.85919, -5.25327, -0.81004)
H (-0.31536, 3.91873, -0.85761)
H (-0.01854, -2.97611, -2.22099)
H (-0.91742, 4.57141, -2.40278)
H (-0.17580, 4.01865, 3.82053)
H (-2.71307, 3.04647, 0.50181)
H (-4.26068, 3.03434, -1.53105)
H (0.69430, 1.68809, 3.60718)
H (-2.14591, -5.91348, -0.14537)
H (2.85560, 1.75930, 4.00908)
H (4.40884, 1.64209, 3.17529)
H (2.94912, 3.23906, 1.93013)
H (2.09263, -2.30498, 0.20380)
H (0.30211, -2.83173, 0.56489)
H (0.30313, 4.36604, 2.14301)
H (-1.28121, -4.25904, 0.11043)

Atomic forces in eV per Å
-0.52 1.44 0.06
-0.33 1.03 0.92
0.02 -0.15 0.08
-0.07 -0.09 -0.12
1.74 -2.47 1.10
-7.98 2.10 4.18
1.10 1.65 -0.62
0.07 0.13 -0.05
-0.08 -0.02 -0.14
0.29 1.25 0.74
0.30 0.65 0.30
-2.81 -0.96 0.14
0.02 0.04 -0.08
-0.02 -0.10 0.08
0.04 -0.05 -0.13
-0.96 -1.10 0.03
3.63 -0.20 -1.70
-0.64 0.08 0.98
0.07 0.08 0.09
-0.04 -0.11 0.10
0.06 0.07 0.15
0.10 -0.05 -0.07
-0.06 0.07 0.01
-0.29 0.02 0.00
-0.08 -0.03 0.07
0.22 0.02 -0.21
0.07 0.18 -0.02
-0.13 -0.14 0.22
0.67 -1.89 -1.46
2.35 -0.27 0.36
1.67 -0.79 1.80
0.27 -0.07 -0.16
0.04 0.11 0.11
-0.02 0.03 -0.09
-1.00 1.53 -2.08
-1.52 0.48 -1.85
-0.11 -0.03 -0.15
1.86 -1.05 0.80
-0.02 -0.12 0.11
0.07 -0.04 -0.10
-0.04 0.07 -0.04
-0.03 0.02 0.11
0.05 0.06 0.05
2.35 1.14 0.05
0.08 0.05 -0.01
-0.15 -0.04 -0.05
0.01 0.03 0.08
-2.03 -1.20 -1.21
1.14 0.85 -2.01
-0.01 -0.10 0.11
0.68 -2.13 -0.50

Values from the calculation:
LUMO   0.46 eV
HOMO level   -9.52 eV
E   -164311.473 eV
Molar mass   434.2 g/mol
Kohn-Sham gap   9.99 eV

Atom charges from the natural (NBO) analysis, given in e for atoms 1 to 4: -0.01, 0.03, -0.54, -0.55

=====

Among the records above, which one has the lowest E? C15H30Br2O4

=====

Which value of E does entry 5 give? -61737.497 eV